Record 1
Computed, not measured: a single C4H7NOS molecule at a distorted geometry, with wB97M-V/def2-TZVPD.

CARTESIAN COORDINATES (ANGSTROEM)
C1 0.08199 1.72354 0.56330
C2 0.68766 1.01350 -0.60252
C3 0.68814 -0.29211 -0.78035
C4 -1.42570 -1.17883 0.11407
H1 -0.11521 1.03206 1.40725
H2 -0.79938 2.32040 0.21459
H3 0.80313 2.46848 0.95622
H4 1.29334 1.63035 -1.25848
H5 1.31161 -0.68741 -1.58545
H6 1.27601 -2.18887 0.67231
H7 -1.67174 -2.09768 0.67811
N1 -0.10035 -1.21003 -0.14253
O1 0.52792 -2.42061 0.11493
S1 -2.55741 -0.11279 -0.35145

- Gap between HOMO and LUMO: 0.327 hartree
- E: -18631.672 eV
- Energy relative to the best compared isomer or geometry (same formula, charge and spin): 2.877 eV

***

Record 2
Computed, not measured: a single C4H7NOS molecule at a distorted geometry, with wB97M-V/def2-TZVPD.

CARTESIAN COORDINATES (ANGSTROEM)
C1 1.02608 1.72567 1.32667
C2 0.58484 1.01569 0.24311
C3 -0.78916 -1.06561 -0.53904
C4 -0.06995 -0.88261 -1.87645
N1 -0.34237 0.02990 0.47959
O1 -1.45960 -2.02705 -0.16131
S1 -1.13662 -0.14415 2.06099
H1 1.61604 2.58296 1.51354
H2 0.65447 1.26064 2.28008
H3 1.09996 1.10225 -0.73110
H4 -0.54910 0.11621 -2.26714
H5 -0.22334 -1.69247 -2.52772
H6 0.95766 -0.63721 -1.57489
H7 -1.36892 -1.38421 1.77367

- Gap between HOMO and LUMO: 0.324 hartree
- E: -18632.054 eV
- Energy relative to the best compared isomer or geometry (same formula, charge and spin): 2.496 eV

***

Record 3
Computed, not measured: a single C4H7NOS molecule at a distorted geometry, with wB97M-V/def2-TZVPD.

CARTESIAN COORDINATES (ANGSTROEM)
C1 1.02354 0.52721 1.46873
C2 0.21156 0.00504 0.29969
C3 -0.27603 0.82917 -0.59642
C4 -1.03341 0.45494 -1.76484
H1 1.99217 0.00825 1.55367
H2 1.10772 1.64119 1.31164
H3 0.46624 0.37552 2.39664
H4 0.80859 -1.94810 0.47398
H5 -0.63408 -1.74335 1.10307
H6 0.00185 1.88756 -0.47468
H7 -0.78895 -1.38575 -1.29442
N1 -0.02663 -1.37990 0.31937
O1 -1.10430 -0.85753 -2.07507
S1 -1.74826 1.58574 -2.72137

- Gap between HOMO and LUMO: 0.306 hartree
- E: -18633.604 eV
- Energy relative to the best compared isomer or geometry (same formula, charge and spin): 0.946 eV